A structure of composition C26H42BrN7PSYb at a distorted geometry. Source: OMol25; level of theory: wB97M-V/def2-TZVPD.

Last column: Mulliken charge in e.
Cartesian coordinates (Å):
1 H 1.91658 -2.82746 1.66279  0.7372
2 C -0.67051 2.17145 -3.99485  -0.8017
3 H 1.22698 -3.99786 3.54012  0.3491
4 H -3.39220 -3.10340 1.67220  0.3129
5 H 6.06043 1.01697 -2.17364  0.3951
6 H -3.20354 -2.11031 4.18183  0.2717
7 H 2.29438 -1.13033 2.07435  0.3508
8 N 0.27638 -1.52019 1.60113  0.8068
9 H -2.22697 -0.68768 4.64465  0.3347
10 H -0.91040 1.86407 -5.00907  0.4212
11 H -0.67115 0.15411 -3.22550  0.1589
12 H -0.04888 4.95645 -2.12780  0.4771
13 H 6.32368 -0.84404 -0.35593  0.4448
14 H -2.01754 -4.20226 1.48662  0.3088
15 C 5.36355 1.26201 -1.36646  -0.8594
16 H 5.03297 -1.92153 -0.85568  0.2897
17 H -1.75193 4.08351 4.08013  0.3968
18 H 4.59195 3.30060 -1.54100  0.3630
19 C -0.64835 -2.91715 -0.94202  -0.5617
20 N 2.18774 -0.16342 -0.36916  0.0235
21 C -0.53684 1.20696 -2.99477  -0.4488
22 H -2.18353 -0.83772 0.84606  -2.0766
23 H 1.34780 -2.03137 -0.69680  -0.2075
24 C -0.49461 3.51884 -3.68052  -0.1698
25 N 4.55131 0.11213 -0.96628  0.0174
26 C 0.06530 3.37071 3.16298  -1.0902
27 Br -0.67482 4.82828 -5.03201  -0.2514
28 C -2.20689 -1.66088 4.14106  -0.6611
29 H 3.02557 -2.11576 -0.23834  0.4136
30 H 1.41569 2.05625 -2.26938  1.0330
31 C -2.63568 -3.46312 0.96854  -1.1738
32 H 0.18513 3.22748 -0.36196  0.6841
33 H 1.23343 -3.42530 5.21140  0.3693
34 C -0.35552 -1.78300 2.67885  -0.1248
35 C 0.56674 2.46374 2.24152  -0.2455
36 Yb 0.00000 0.00000 0.00000  0.0084
37 S -2.44099 0.55361 0.85193  -0.8859
38 N -1.71602 -1.51811 2.78296  0.7109
39 H 4.94590 -1.07890 0.72145  0.2998
40 H -2.34452 -0.37298 -1.21404  0.1921
41 C 2.10192 -1.57418 -0.04473  -1.1326
42 C -1.30833 3.39416 3.37130  -0.7541
43 C -2.11797 2.51604 2.65477  -0.1403
44 C 1.86721 2.45097 -1.35344  -1.6179
45 C -2.83142 -1.17205 -0.64721  -1.2336
46 H 0.72714 4.03677 3.69999  0.4368
47 H -3.59596 -0.71671 -0.01090  0.4318
48 H 5.92589 1.64491 -0.50675  0.3923
49 C 5.23673 -0.98473 -0.32921  -1.0166
50 H -3.46186 -0.62043 2.04127  0.0699
51 H -3.14969 -3.96684 0.14450  0.4557
52 C -0.18675 3.90780 -2.37701  -0.2172
53 C 4.31281 2.27750 -1.80923  -0.5656
54 H 1.17215 2.29625 -0.52225  -0.2058
55 C -1.14490 -2.56698 4.75976  -0.7344
56 N 0.01560 -2.32509 3.90334  0.0629
57 C -0.05436 2.93864 -1.38128  -0.1452
58 H -0.07045 -2.19089 -1.52112  0.4762
59 N 3.13956 1.81300 -1.09419  0.3135
60 C -2.37709 -0.58835 1.89456  0.8729
61 P -1.60138 -2.06913 0.37582  1.3703
62 H -1.44828 -3.61844 4.69179  0.3812
63 H -3.19284 2.51042 2.79524  0.4548
64 H 4.14894 2.21874 -2.89151  0.3324
65 C -0.22929 1.59119 -1.69096  0.1229
66 C -1.51317 1.64954 1.75739  0.6353
67 H 0.05274 -3.63349 -0.50369  0.2303
68 H -3.33156 -1.83712 -1.35755  0.5977
69 H -2.03539 0.43469 2.08223  -0.4075
70 H 1.99554 3.53232 -1.47286  0.2552
71 H -1.30224 -3.45931 -1.63162  0.6539
72 H -0.33006 -1.44600 -1.31592  -0.5195
73 C 1.20145 -3.09984 4.16536  -1.0595
74 H 1.62959 2.39971 2.03716  0.4679
75 C 3.22406 0.46683 -0.75554  0.3966
76 C 1.69812 -1.78189 1.42632  -1.0729
77 N -0.19349 1.60262 1.53430  0.0514
78 H 2.10532 -2.50860 3.99715  0.3361
79 H -0.95265 -2.31392 5.80674  0.4120

- LUMO (spin up / spin down) (eV) = 0.077 / 0.069
- net charge = 0
- largest force on an atom (eV Å⁻¹) = 19.60
- gap between HOMO and LUMO (spin up / spin down) (eV) = 4.225 / 4.093
- multiplicity = 2
- highest occupied orbital energy (spin up / spin down) (eV) = -4.15 / -4.02
- DFT total energy (Ha) = -5870.352214
- relative energy (zero: lowest compared OMol25 entry of this formula, charge and spin) (kcal/mol) = 210.2